DFT (wB97M-V/def2-TZVPD) results for C32H57O5RhSi4Te as an isolated structure in a non-equilibrium geometry.

Orbital gap (alpha / beta) (eV): 1.657 / 4.335
Spin multiplicity: 5
F_max (eV Å⁻¹): 5.856
DFT total energy (Ha): -3166.1186
M (u): 864.7
Charge: -2
<S²>: 6.01
HOMO level (alpha / beta) (eV): 1.82 / -0.86

Geometry as XYZ:
```
100
Properties=species:S:1:pos:R:3:forces:R:3
C -0.077 -0.125 -6.404 0.1831 -0.9397 -1.1327
C -0.647 -1.196 -5.413 -0.3715 0.2919 -0.5393
C -0.266 1.302 -5.776 0.7768 -0.9415 -0.7309
C -1.386 1.073 -4.786 0.0734 0.3273 0.2156
H -0.461 1.988 -6.603 -0.0666 0.0933 0.3944
H 0.688 1.555 -5.298 -0.2696 0.1478 0.0683
C -1.175 -0.325 -4.307 0.9300 -0.9952 1.3144
H 0.147 -1.894 -5.082 -0.5302 0.3325 -0.1666
H -1.519 -1.743 -5.808 0.6168 0.0035 -0.3637
C -0.120 -0.182 -3.231 0.2490 0.8353 0.5557
H -2.081 -0.684 -3.797 0.3122 -0.2319 -0.2064
H -2.323 1.062 -5.336 -0.3570 0.6693 0.0408
C -1.382 1.900 -3.442 0.5098 -0.0210 -3.0219
C 1.340 -0.364 -6.831 1.9346 -0.4517 1.9668
C -0.695 -0.211 -7.791 -2.0007 0.6398 -0.1788
O -1.325 0.703 -8.266 0.2789 -0.5500 -0.1294
O 2.157 -1.087 -6.280 -0.9512 0.7832 -0.9541
O 1.639 0.411 -7.891 0.4119 -0.2703 0.0863
O -0.589 -1.343 -8.537 0.0528 -0.2119 0.2492
C -0.004 -2.594 -8.126 0.0000 -0.0280 0.0826
H -0.204 -2.879 -7.084 0.0363 0.3229 -0.3832
H 1.078 -2.610 -8.300 -0.1804 0.1649 0.0543
H -0.468 -3.332 -8.781 0.0439 0.0462 0.0574
C 2.982 0.267 -8.355 0.1479 0.0365 -0.0616
H 3.682 0.633 -7.593 -0.1171 -0.1213 -0.2233
H 3.032 0.873 -9.259 0.0942 -0.0838 0.1055
H 3.201 -0.786 -8.574 -0.0219 0.3112 0.0594
O -0.693 0.972 -2.505 -0.9621 0.0409 0.1141
H 0.924 0.126 -3.498 -0.7853 -0.0659 -0.6564
H 0.111 -1.158 -2.694 -1.1833 1.5541 0.2965
C -2.851 2.291 -3.154 0.2701 -0.6877 1.2657
C -0.512 3.181 -3.547 0.2647 -0.1331 0.6316
H -0.211 3.616 -4.518 -0.6084 -0.6110 0.1086
H 0.390 2.856 -3.046 0.5427 0.3989 0.1662
H -0.948 3.990 -2.957 0.0446 -0.0738 0.0653
H -2.799 2.551 -2.102 -0.6650 -0.0167 0.4261
H -3.477 1.410 -3.304 -0.1147 -0.0005 0.3414
H -3.371 3.138 -3.672 1.2841 -0.5558 -0.1046
Rh 0.920 0.492 -0.356 -5.7255 1.2160 0.1663
C -2.355 -2.048 1.141 0.4666 0.2032 -0.4863
C -2.774 -1.788 -0.203 0.4631 -0.4563 0.2129
C -1.752 -2.259 -1.084 -0.2066 0.0309 0.8603
H -3.720 -1.305 -0.483 0.4685 -0.2596 0.0570
C -0.678 -2.768 -0.280 -0.6742 0.0903 0.1236
C -1.047 -2.638 1.092 -0.3194 0.0168 -0.6637
H -0.442 -2.966 1.948 -0.2894 0.2551 -0.3954
H -2.924 -1.813 2.053 0.2790 -0.0857 -0.5349
H -1.812 -2.264 -2.181 0.0943 0.0401 0.5258
H 0.259 -3.190 -0.666 -0.3871 0.1848 0.2127
C 2.792 1.345 0.095 0.9800 1.2079 0.6939
C 2.488 0.298 0.998 1.5341 -0.8034 1.1267
C 2.275 -0.909 0.234 1.6897 -0.7525 0.9817
H 2.439 0.399 2.086 -0.1684 -0.0814 -0.6428
C 2.491 -0.580 -1.144 0.9246 -0.9271 -0.4130
C 2.749 0.825 -1.217 1.5607 -0.1617 -1.2772
H 2.952 1.365 -2.120 0.1884 0.2141 -0.2889
H 2.954 2.390 0.351 0.0251 -0.3059 -0.0062
H 2.082 -1.890 0.658 -0.0497 0.2549 -0.2054
H 2.516 -1.288 -1.966 -0.0977 0.1385 0.0698
C -3.483 -0.033 4.695 -0.1473 -0.3613 0.2178
Si -1.874 -0.909 5.219 0.7187 0.4009 -0.4166
C -1.793 -0.860 7.129 -0.4377 -0.1868 0.0302
C -1.944 -2.755 4.748 -0.2762 0.1156 0.1303
Si -0.105 0.183 4.125 0.5465 -1.3418 1.1797
Te -0.705 0.978 1.780 -1.3386 0.5487 -2.0200
Si -0.017 2.334 4.903 0.1200 0.0350 0.3423
C 0.117 2.374 6.837 0.0671 0.5660 -0.4435
C 1.543 3.194 4.158 -0.4082 0.1901 0.3810
C -1.553 3.394 4.442 0.3713 0.0948 0.2160
Si 1.791 -0.956 4.951 -0.9154 0.6580 -0.1788
C 1.750 -1.133 6.850 0.5203 -0.3382 0.1120
C 1.821 -2.690 4.173 0.4355 -0.0204 0.2121
C 3.439 -0.073 4.567 0.1642 -0.3489 0.1500
H -4.323 -0.651 5.059 0.0267 0.2890 -0.1338
H -3.563 0.069 3.602 0.1021 -0.0384 0.3573
H -3.557 0.969 5.150 0.0207 -0.3279 -0.1349
H -2.755 -1.266 7.492 0.1591 0.0725 0.1481
H -0.985 -1.492 7.526 -0.2817 0.2514 -0.1641
H -1.675 0.158 7.526 -0.0415 -0.3648 -0.1420
H -2.000 -2.919 3.662 0.0542 0.0980 0.3599
H -1.074 -3.302 5.142 -0.2672 0.1800 -0.0696
H -2.855 -3.175 5.209 0.2235 -0.0574 -0.1138
H 1.023 1.848 7.191 -0.4766 0.2706 -0.1462
H 0.182 3.444 7.120 0.0004 -0.3893 0.1959
H -0.780 1.929 7.303 0.4874 0.2513 -0.2142
H 1.570 3.067 3.058 0.0094 0.0412 0.5283
H 1.462 4.274 4.402 0.2550 -0.3864 -0.2083
H 2.470 2.786 4.606 -0.4476 0.2681 -0.2886
H -1.635 3.525 3.348 0.0033 -0.1024 0.5209
H -2.479 2.925 4.821 0.3506 0.2194 -0.1965
H -1.427 4.384 4.922 -0.1837 -0.2660 -0.1745
H 1.012 -1.879 7.177 0.2078 0.2147 -0.1158
H 2.750 -1.481 7.159 -0.0895 -0.0298 0.2250
H 1.544 -0.184 7.364 0.0082 -0.3183 -0.2372
H 1.815 -2.637 3.074 -0.0414 0.0395 0.3226
H 2.755 -3.185 4.491 -0.2167 -0.0668 -0.1350
H 0.973 -3.310 4.499 0.2386 0.2332 -0.1241
H 3.695 -0.115 3.498 -0.0377 0.0457 0.3761
H 3.438 0.977 4.894 -0.0254 -0.3599 -0.1040
H 4.230 -0.604 5.128 -0.0867 0.1933 -0.1740
```
Forces are in eV/Å.

Results of the Löwdin charge analysis, in e, for atoms 1 through 99: number 1, C, carries -0.224; number 2, C, carries -0.043; number 3, C, carries -0.039; number 4, C, carries -0.202; number 5, H, carries 0.126; number 6, H, carries 0.132; number 7, C, carries -0.281; number 8, H, carries 0.135; number 9, H, carries 0.135; number 10, C, carries -0.142; number 11, H, carries 0.155; number 12, H, carries 0.154; number 13, C, carries -0.431; number 14, C, carries -0.464; number 15, C, carries -0.439; number 16, O, carries 0.123; number 17, O, carries 0.116; number 18, O, carries -0.027; number 19, O, carries -0.016; number 20, C, carries -0.035; number 21, H, carries 0.086; number 22, H, carries 0.092; number 23, H, carries 0.093; number 24, C, carries -0.032; number 25, H, carries 0.103; number 26, H, carries 0.093; number 27, H, carries 0.096; number 28, O, carries -0.164; number 29, H, carries 0.124; number 30, H, carries 0.120; number 31, C, carries -0.023; number 32, C, carries -0.017; number 33, H, carries 0.080; number 34, H, carries 0.075; number 35, H, carries 0.075; number 36, H, carries 0.081; number 37, H, carries 0.077; number 38, H, carries 0.095; number 39, Rh, carries 0.580; number 40, C, carries -0.246; number 41, C, carries -0.212; number 42, C, carries -0.218; number 43, H, carries 0.057; number 44, C, carries -0.224; number 45, C, carries -0.223; number 46, H, carries 0.056; number 47, H, carries 0.047; number 48, H, carries 0.048; number 49, H, carries 0.061; number 50, C, carries -0.269; number 51, C, carries -0.317; number 52, C, carries -0.261; number 53, H, carries 0.046; number 54, C, carries -0.268; number 55, C, carries -0.297; number 56, H, carries 0.073; number 57, H, carries 0.085; number 58, H, carries 0.084; number 59, H, carries 0.087; number 60, C, carries -0.238; number 61, Si, carries 0.328; number 62, C, carries -0.236; number 63, C, carries -0.217; number 64, Si, carries -0.029; number 65, Te, carries 0.572; number 66, Si, carries 0.273; number 67, C, carries -0.234; number 68, C, carries -0.229; number 69, C, carries -0.256; number 70, Si, carries 0.333; number 71, C, carries -0.249; number 72, C, carries -0.223; number 73, C, carries -0.227; number 74, H, carries 0.016; number 75, H, carries 0.010; number 76, H, carries 0.005; number 77, H, carries 0.011; number 78, H, carries -0.002; number 79, H, carries -0.005; number 80, H, carries -0.002; number 81, H, carries 0.006; number 82, H, carries 0.021; number 83, H, carries 0.002; number 84, H, carries 0.010; number 85, H, carries -0.003; number 86, H, carries 0.011; number 87, H, carries 0.015; number 88, H, carries 0.000; number 89, H, carries -0.020; number 90, H, carries 0.004; number 91, H, carries 0.012; number 92, H, carries 0.001; number 93, H, carries 0.005; number 94, H, carries 0.001; number 95, H, carries 0.011; number 96, H, carries 0.018; number 97, H, carries 0.004; number 98, H, carries 0.006; number 99, H, carries 0.001